[1]
Density functional theory data (wB97M-V/def2-TZVPD) for C33H47BCl5F6MoN3O8SSi4 as an isolated structure at a distorted geometry.

Calculated values
LUMO (alpha / beta) ... -1.3 / -3.3 eV
HOMO-LUMO gap (alpha / beta) ... 6.50 / 4.56 eV
Energy relative to the best compared isomer or geometry (same formula, charge and spin) ... 77.90 kJ/mol
Spin multiplicity ... 3
Strongest force on any atom ... 0.0668 hartree/bohr

```
109
Properties=species:S:1:pos:R:3:forces:R:3:lowdin_charge:R:1
Mo 0.2564 0.3758 0.4286 -2.34 2.49 -0.31 1.25
Cl 4.4168 4.7388 -0.6650 0.04 0.10 0.05 0.68
C 3.2201 3.5462 -0.9851 -0.12 -0.03 0.05 -0.71
C 2.6476 2.8199 0.0693 -0.01 -0.34 0.22 -0.67
Cl 3.1425 3.1378 1.6914 -0.04 0.08 0.16 0.75
C 1.7181 1.8345 -0.1794 0.46 -0.27 -0.73 -0.23
Cl 0.3774 0.4421 2.7003 0.57 -0.16 0.55 0.25
C 1.3420 1.5755 -1.5132 0.97 1.06 0.18 -0.49
O 0.4964 0.5604 -1.5757 -0.56 -0.93 -0.04 -0.26
C 1.8909 2.2839 -2.5738 -0.07 -0.07 0.26 -0.63
Cl 1.4499 1.9130 -4.1871 -0.20 -0.14 -0.19 0.73
C 2.8335 3.2810 -2.2943 -0.09 -0.17 0.16 -0.70
Cl 3.5380 4.1658 -3.5818 0.04 0.06 -0.17 0.70
O 3.2235 0.0279 1.5030 -0.33 -0.25 0.60 0.07
B 2.3793 -0.0773 0.3944 1.18 0.48 -0.42 -0.81
O 3.1838 -0.3337 -0.7445 -0.31 -0.43 -0.33 0.07
C 4.4778 -0.2267 -0.3407 0.41 0.20 0.76 -0.21
C 5.6368 -0.2666 -1.0874 -0.42 -0.04 0.01 0.01
C 6.8323 -0.1040 -0.3978 0.16 -0.01 0.04 -0.09
C 6.8581 0.0880 0.9766 0.12 -0.01 -0.05 -0.09
C 5.6911 0.1329 1.7291 -0.40 -0.03 0.03 0.01
C 4.5038 -0.0209 1.0456 0.32 -0.12 -0.86 -0.21
H 5.6043 -0.3968 -2.1580 0.02 -0.02 -0.12 0.12
H 7.7613 -0.1216 -0.9483 0.06 0.01 -0.03 0.10
H 7.8045 0.2202 1.4793 0.09 0.00 0.00 0.10
H 5.7076 0.2964 2.7946 -0.02 0.03 0.11 0.12
C -0.2576 4.3955 0.6253 -0.12 -0.22 -0.11 0.04
C -1.2957 3.3579 0.1669 -0.04 0.72 -0.10 -0.42
O -0.9590 2.0587 0.3071 0.55 -1.25 0.19 -0.27
C -2.5838 3.5657 1.0090 -0.06 0.00 0.36 -0.56
F -2.9738 4.8375 1.1356 0.07 0.23 -0.10 0.16
F -3.6424 2.8917 0.5313 -0.24 -0.22 -0.33 0.16
F -2.3913 3.0990 2.2499 0.22 -0.08 0.31 0.15
C -1.6697 3.6092 -1.3180 0.00 -0.05 -0.19 -0.55
F -0.5814 3.7495 -2.0798 0.21 0.03 -0.02 0.16
F -2.4114 4.7113 -1.4968 -0.08 0.24 0.15 0.17
F -2.3650 2.5871 -1.8287 -0.13 -0.19 -0.08 0.16
H 0.1085 4.1068 1.6090 -0.02 0.00 0.05 0.10
H -0.7075 5.3858 0.6750 0.09 0.02 -0.02 0.10
H 0.5823 4.4090 -0.0657 -0.06 0.03 0.03 0.08
C -7.0331 -4.3196 2.0293 0.03 -0.09 -0.04 -0.12
C -7.0931 -3.3002 3.1415 0.53 0.61 -0.41 -0.27
S -5.7955 -2.0410 2.9218 -0.26 -0.12 0.14 0.67
O -5.8818 -1.0988 4.0048 -0.41 0.24 0.19 -0.31
O -4.5263 -2.7095 2.7628 -0.16 -0.36 -0.26 -0.34
C -6.1907 -1.1134 1.3899 0.08 -0.45 0.60 -0.17
C -5.4248 0.2062 1.3965 -0.45 0.22 0.42 -0.13
N -4.1087 0.0662 0.8230 0.53 -0.04 -0.39 0.06
C -2.9380 -0.1032 1.4781 -0.18 -0.05 0.26 -0.28
N -1.9376 -0.2803 0.6159 -0.07 -0.26 -0.53 -0.04
C -2.4648 -0.1933 -0.6311 -1.15 0.09 -0.30 -0.08
C -3.8192 0.0262 -0.5293 1.60 -0.22 0.51 -0.17
N -4.7303 0.1345 -1.5895 -0.41 -0.28 -0.97 -0.31
O -5.9238 0.2865 -1.3357 0.36 0.01 -0.12 0.07
O -4.2665 0.0124 -2.7157 -0.30 0.17 0.56 0.10
C -2.8257 -0.0839 2.9498 -0.02 -0.06 0.27 -0.01
H -7.7267 -5.1326 2.2270 -0.06 -0.05 -0.01 0.08
H -6.0274 -4.7264 1.9672 0.06 -0.10 -0.08 0.07
H -7.2936 -3.8735 1.0737 -0.03 -0.02 -0.16 0.08
H -6.8775 -3.7441 4.1105 0.11 0.13 0.14 0.11
H -8.0364 -2.7646 3.1916 -0.10 0.08 0.06 0.10
H -7.2579 -0.9251 1.4229 -0.21 0.03 -0.02 0.11
H -5.9462 -1.7298 0.5300 -0.03 -0.08 -0.05 0.09
H -5.3357 0.5463 2.4314 0.11 0.12 -0.19 0.12
H -5.9711 0.9522 0.8118 0.15 -0.22 0.29 0.13
H -1.8766 -0.2654 -1.5298 0.04 0.07 -0.04 0.11
H -3.2740 0.8217 3.3543 -0.03 0.09 0.01 0.10
H -1.7803 -0.1123 3.2453 -0.24 0.00 -0.12 -0.02
H -3.3386 -0.9422 3.3797 0.07 0.07 0.01 0.06
C 1.5568 -4.7870 -2.5265 -0.38 0.66 0.54 -0.20
Si 1.9294 -3.0555 -1.7822 0.52 -0.57 -0.65 0.63
C 3.5192 -3.3926 -0.7666 -0.68 0.35 0.04 -0.17
C 1.9544 -1.8105 -3.2171 -0.19 -0.08 0.78 -0.18
Si 0.1705 -2.1310 0.1244 0.19 -1.51 0.20 0.58
Si 0.5519 -3.3172 2.2353 0.46 -0.30 0.50 0.42
C 0.8884 -5.1609 1.8403 -0.30 0.66 0.02 -0.21
C -0.9020 -3.1820 3.4693 0.33 0.10 -0.64 -0.20
C 2.1409 -2.6954 3.0977 -0.54 0.09 -0.44 -0.21
Si -1.6928 -3.5943 -0.9146 -0.73 -0.34 -0.64 0.51
C -1.8706 -3.1672 -2.7775 0.27 0.01 0.70 -0.20
C -3.4235 -3.3021 -0.1228 0.75 0.24 0.00 -0.20
C -1.5338 -5.5081 -0.7764 0.48 0.77 0.16 -0.21
H 2.3441 -5.0548 -3.2269 0.30 0.19 -0.10 0.04
H 0.6207 -4.8369 -3.0667 -0.21 0.01 -0.15 0.00
H 1.5360 -5.5567 -1.7641 0.04 -0.15 0.23 0.01
H 4.4025 -3.2650 -1.3869 0.07 0.15 -0.27 0.04
H 3.5283 -4.4141 -0.3974 -0.19 -0.18 -0.02 0.03
H 3.6313 -2.7346 0.0859 0.07 0.16 0.17 0.01
H 2.8963 -1.8476 -3.7581 0.27 -0.19 0.03 0.04
H 1.8205 -0.7962 -2.8578 0.01 0.05 0.03 -0.02
H 1.1563 -2.0137 -3.9258 -0.17 -0.17 -0.02 0.03
H -0.0186 -5.6984 1.6007 -0.28 -0.14 -0.11 0.00
H 1.3411 -5.6526 2.6949 0.12 0.01 0.27 0.03
H 1.5688 -5.2677 1.0041 0.21 -0.01 -0.25 0.00
H -1.8634 -3.0974 2.9714 -0.21 0.01 -0.08 0.00
H -0.7760 -2.3082 4.1012 0.05 0.20 0.05 0.02
H -0.9502 -4.0527 4.1170 0.13 -0.22 0.05 0.03
H 3.0251 -2.9398 2.5164 0.16 -0.05 -0.18 0.02
H 2.2736 -3.1384 4.0819 -0.19 -0.22 0.13 0.03
H 2.1181 -1.6174 3.2255 0.03 0.13 0.00 -0.02
H -1.9132 -2.0990 -2.9570 -0.01 0.28 0.02 0.01
H -2.7864 -3.5888 -3.1827 -0.22 -0.18 0.10 0.04
H -1.0510 -3.5568 -3.3684 0.23 -0.09 -0.10 0.00
H -3.9886 -2.5554 -0.6697 0.00 0.17 -0.18 0.01
H -3.3658 -2.9883 0.9146 0.01 0.03 0.10 -0.01
H -4.0054 -4.2208 -0.1396 0.11 -0.28 -0.10 0.04
H -0.5248 -5.8693 -0.9177 0.26 -0.13 -0.04 -0.01
H -2.1581 -5.9918 -1.5234 -0.19 0.18 -0.23 0.04
H -1.8730 -5.8530 0.1943 -0.06 0.03 0.25 0.02
```
Forces are in eV/Å.

[2]
Density functional theory data (wB97M-V/def2-TZVPD) for C33H47Br9F18N2O14 as an isolated structure at a distorted geometry.

Calculated values
LUMO ... -0.5 eV
HOMO-LUMO gap ... 8.22 eV
Strongest force on any atom ... 0.0658 hartree/bohr

```
123
Properties=species:S:1:pos:R:3:forces:R:3:lowdin_charge:R:1
C 0.9486 -3.2775 7.9771 -0.01 -0.97 -1.15 0.01
C 1.0847 -2.1338 7.0177 0.46 1.86 1.21 -0.53
O 0.7549 -0.9983 7.3768 -0.12 -0.61 -0.27 0.01
N 1.6714 -2.3313 5.8232 0.25 -0.62 -0.33 0.03
C 1.9024 -1.2830 4.8579 -0.40 0.47 -0.51 -0.06
H 1.7244 -4.0158 7.7569 -0.02 -0.06 0.27 0.08
H -0.0040 -3.7614 7.7418 -0.05 -0.03 0.29 0.09
H 0.9751 -2.9815 9.0170 -0.01 0.28 -0.06 0.09
H 2.0135 -3.2446 5.5758 -0.09 -0.06 0.19 0.13
H 1.2664 -1.4076 3.9859 0.04 -0.18 -0.02 0.04
H 2.9267 -1.2387 4.4899 0.10 -0.21 0.25 0.10
H 1.6365 -0.3131 5.2660 0.15 -0.08 0.30 0.08
C -0.5966 2.5574 6.1835 0.51 -2.93 0.81 0.03
C -1.6325 1.5303 5.7336 1.03 0.13 1.39 -0.54
O -2.7460 1.8499 5.3555 -0.82 -0.04 1.66 -0.02
N -1.2029 0.2430 5.7636 -0.18 0.05 -0.19 0.03
C -2.1021 -0.8407 5.4027 0.11 0.68 -0.66 -0.05
H -0.8469 2.9578 7.1633 -0.48 0.67 -0.33 0.10
H -0.3580 3.2369 5.3709 -0.70 -1.14 1.58 -0.01
H 0.3312 2.0171 6.4112 0.07 -0.13 -0.09 0.08
H -0.3035 0.0242 6.1887 -0.48 0.06 0.08 0.07
H -1.5331 -1.7537 5.2448 -0.05 -0.11 0.33 0.06
H -2.5459 -0.5882 4.4387 -0.13 -0.17 0.03 0.07
H -2.9264 -0.9559 6.1051 0.11 -0.21 0.19 0.09
C 2.0404 4.3764 -7.9839 0.12 1.30 0.14 -0.06
C 3.3111 3.8106 -7.4105 0.40 -0.24 -1.63 -0.20
O 3.0876 2.7576 -6.4835 0.50 0.30 1.50 0.03
C 2.9122 1.5237 -6.8875 -0.60 0.15 -0.31 -0.41
O 2.7318 1.1686 -8.0085 0.04 -0.32 -0.72 0.18
C 2.9141 0.4980 -5.7407 1.35 0.26 1.25 -0.53
F 3.3135 1.0370 -4.5694 -0.23 -0.18 -0.70 0.11
F 1.7365 -0.0813 -5.5429 -0.15 0.01 -0.35 0.17
F 3.8311 -0.4386 -6.0415 -0.42 -0.13 -0.16 0.15
H 2.3678 5.3045 -8.4670 -0.23 -0.02 -0.12 0.09
H 1.3918 4.7049 -7.1689 -0.17 -0.15 -0.09 0.07
H 1.4822 3.8216 -8.7322 0.21 -0.50 0.22 0.08
H 3.9034 4.6017 -6.9527 -0.35 -0.22 0.74 0.13
H 3.9770 3.4661 -8.2101 -0.27 -0.35 0.00 0.13
C -5.6201 1.3581 -4.0559 -0.20 -0.62 0.93 -0.06
C -4.3551 0.6163 -4.4913 -2.87 -0.96 -0.78 -0.22
O -3.3090 0.6801 -3.5675 1.61 1.62 -0.27 0.04
C -3.2639 -0.0923 -2.5045 -0.67 -0.39 -0.36 -0.38
O -4.0483 -0.9553 -2.2587 -0.04 -0.18 0.36 0.17
C -2.0392 0.2400 -1.6092 -1.70 -0.29 0.71 -0.52
F -2.3881 1.1535 -0.6735 0.30 0.21 -0.80 0.16
F -1.7410 -0.8553 -0.9071 0.79 0.11 -0.58 0.15
F -1.0483 0.6742 -2.3636 0.59 0.05 0.48 0.19
H -5.8937 0.9779 -3.0654 0.28 0.55 0.25 0.08
H -6.5038 1.0209 -4.6015 0.33 0.18 -0.65 0.08
H -5.5490 2.4425 -4.0825 0.05 -0.02 0.12 0.08
H -4.1217 0.9619 -5.4972 1.10 0.11 0.34 0.12
H -4.6925 -0.4190 -4.6025 0.43 -0.10 0.03 0.12
C -1.0138 -4.5689 4.0852 -0.02 0.06 -1.09 -0.04
C -0.4937 -3.5364 3.0596 -0.04 -0.48 1.83 -0.22
O -1.2699 -3.6416 1.8756 -0.28 0.23 -1.10 0.00
C -2.5462 -3.2562 1.8877 0.44 -0.41 0.04 -0.38
O -3.1230 -2.7548 2.7954 -0.32 0.50 0.55 0.18
C -3.3078 -3.6013 0.5819 1.06 -0.76 -0.28 -0.53
F -2.6129 -4.4796 -0.1773 -0.16 0.36 0.14 0.08
F -4.4541 -4.1963 0.8949 -0.28 0.29 0.00 0.18
F -3.5170 -2.5155 -0.1472 -0.38 -0.15 0.27 0.17
H -1.0282 -5.5019 3.5156 0.09 -0.31 0.42 0.07
H -2.0456 -4.3750 4.3721 0.10 0.21 0.15 0.08
H -0.3806 -4.6497 4.9667 0.05 0.02 -0.06 0.07
H 0.5289 -3.7854 2.7876 -0.04 0.04 -0.34 0.10
H -0.4715 -2.5409 3.5028 -0.37 0.13 -0.42 0.08
C -1.3442 3.5323 -5.7058 -0.48 0.12 0.71 -0.05
C -0.1622 2.9322 -4.9926 0.55 -0.28 -0.03 -0.19
O -0.2713 3.2610 -3.6002 -0.86 0.77 0.73 0.03
C 0.7609 3.0713 -2.8053 0.18 -0.10 -0.53 -0.40
O 1.7423 2.4531 -3.0876 0.27 -0.19 0.17 0.15
C 0.6976 3.8922 -1.4995 -0.46 -0.09 -0.69 -0.56
F 1.2662 3.2390 -0.5031 0.22 0.04 0.10 0.18
F 1.3707 5.0232 -1.7684 0.21 0.09 0.35 0.17
F -0.5380 4.2297 -1.1547 -0.23 -0.03 0.17 0.18
H -1.4131 4.5981 -5.4821 0.24 0.08 -0.33 0.09
H -2.2714 3.1269 -5.2935 0.05 -0.25 -0.16 0.07
H -1.3098 3.3450 -6.7760 0.07 0.06 -0.02 0.08
H 0.7854 3.3590 -5.3265 -0.01 -0.18 -0.17 0.11
H -0.1205 1.8447 -5.0785 0.03 0.03 -0.11 0.13
C 1.5884 -0.9538 -2.5993 -0.18 0.05 0.96 -0.09
C 1.7953 -1.4318 -1.1683 0.32 0.75 -0.43 -0.23
O 1.0360 -0.5876 -0.2779 -1.03 0.48 -0.42 0.04
C 1.0717 -0.8228 1.0044 0.83 -0.53 -0.11 -0.39
O 1.7333 -1.6717 1.5330 -0.06 -0.27 0.50 0.14
C 0.1919 0.1611 1.7910 -0.36 0.18 0.43 -0.53
F -0.1439 1.1583 0.9853 0.02 0.22 0.20 0.16
F -0.9153 -0.4399 2.2666 0.10 -0.36 -0.62 0.15
F 0.7995 0.6420 2.8904 0.53 0.01 -0.72 0.15
H 1.7350 0.1233 -2.6664 0.12 -0.05 -0.01 0.05
H 0.5690 -1.1848 -2.9041 0.22 -0.11 -0.37 0.03
H 2.3540 -1.4527 -3.1919 -0.23 -0.06 -0.31 0.07
H 2.8265 -1.2446 -0.8901 0.07 -0.62 0.11 0.01
H 1.4767 -2.4690 -1.0670 0.14 0.01 0.35 0.06
C -1.9242 2.0755 3.0369 -1.23 0.25 -1.06 -0.06
C -2.3105 3.5651 3.0302 -0.05 -1.36 0.93 -0.12
O -1.1768 4.3592 2.6872 0.90 0.71 -1.77 0.05
C -0.2021 4.6383 3.5109 -1.20 -0.10 -0.19 -0.36
O -0.2355 4.4599 4.6957 0.98 2.90 -1.43 0.13
C 0.9472 5.3881 2.8111 0.11 0.20 0.60 -0.53
F 1.0163 5.1713 1.5058 -0.20 0.30 -0.08 0.18
F 0.7477 6.6945 3.0794 -0.02 -0.02 -0.57 0.16
F 2.1291 5.0754 3.3352 0.10 -0.31 0.15 0.18
H -0.9155 1.9676 3.4276 -0.16 -0.17 -0.05 0.07
H -2.0700 1.5667 2.0852 0.48 0.71 -0.31 0.07
H -2.6318 1.5498 3.6831 0.44 0.30 -0.60 0.06
H -2.6418 3.8467 4.0294 -0.09 0.04 -0.06 0.12
H -3.0795 3.7600 2.2896 0.12 0.31 -0.04 0.13
C 0.7830 -4.5760 -3.4706 -0.67 -0.15 -0.29 -1.59
Br 1.4907 -4.0395 -5.1874 -0.05 -0.04 0.33 0.59
Br 0.5264 -6.5062 -3.3856 0.14 0.56 0.02 0.56
Br -0.9049 -3.6515 -3.0832 0.49 -0.36 -0.04 0.61
H 1.4832 -4.2923 -2.6971 0.05 -0.06 -0.06 -0.10
C 0.9683 -6.7207 0.8291 0.77 -0.51 -1.17 -1.52
Br 1.5818 -5.0399 0.0140 -0.27 -0.44 0.65 0.60
Br 2.1350 -8.1883 0.1746 -0.37 0.54 0.33 0.53
Br -0.8474 -7.1185 0.3708 0.19 0.19 0.33 0.62
H 1.1445 -6.6901 1.8952 -0.26 0.22 0.00 -0.03
C 6.0266 -1.8724 -1.7105 -0.68 0.60 -0.63 -1.51
Br 5.0853 -0.1306 -1.8712 0.53 -0.70 0.06 0.62
Br 6.7857 -2.3554 -3.4397 -0.29 0.01 0.59 0.57
Br 4.7981 -3.2186 -1.0098 0.72 0.28 -0.23 0.60
H 6.8512 -1.6938 -1.0361 -0.10 -0.25 0.16 -0.03
```
Forces are in eV/Å.